[1]
DFT (the ωB97M-V functional and the def2-TZVPD basis) results for C42H47AlAs2NO3STe as an isolated structure.

Last column: Löwdin charge in e.
CARTESIAN COORDINATES (ANGSTROEM)
Al -0.0271 2.1646 0.5260  -0.21
C 4.7673 1.1818 2.3418  -0.28
As 2.9690 0.4338 2.1129  1.21
C 3.4704 -1.4502 1.9218  -0.27
C 2.4009 0.3977 3.9925  -0.41
C 3.2454 0.0788 5.0506  -0.10
C 2.7710 0.0293 6.3527  -0.08
C 1.4356 0.3021 6.6127  -0.08
C 0.5822 0.6327 5.5702  -0.10
C 1.0609 0.6833 4.2661  -0.40
As -0.1678 0.9326 2.7714  1.18
C -1.8691 1.3070 3.6380  -0.26
C -0.4066 -0.9491 2.3237  -0.24
H 5.3703 0.5904 3.0299  0.02
H 4.6892 2.2011 2.7185  0.04
H 5.2612 1.2091 1.3709  0.02
H 4.2217 -1.7374 2.6571  0.02
H 3.8560 -1.5935 0.9126  0.02
H 2.5829 -2.0731 2.0342  0.02
H 4.2884 -0.1422 4.8571  0.09
H 3.4403 -0.2249 7.1646  0.10
H 1.0525 0.2480 7.6233  0.11
H -0.4551 0.8493 5.7881  0.09
H -2.1831 0.4673 4.2556  0.04
H -2.6027 1.4756 2.8503  0.03
H -1.7984 2.2093 4.2434  0.04
H -0.1240 -1.5726 3.1703  0.05
H 0.2072 -1.2104 1.4603  0.02
H -1.4528 -1.1161 2.0804  0.03
O -3.6827 3.3505 -0.0763  0.09
C -2.4853 3.4786 0.0139  -0.52
O -1.7093 2.4723 0.3782  -0.09
C -1.8009 4.7812 -0.2935  -0.13
C -2.5682 5.6838 -1.0365  -0.02
C -2.0924 6.9275 -1.3926  -0.08
C -0.8207 7.3068 -0.9811  -0.08
C -0.0489 6.4328 -0.2425  -0.13
C -0.5061 5.1553 0.1050  -0.53
S 0.6591 4.2230 1.0789  0.75
H -3.5597 5.3655 -1.3280  0.12
H -2.7040 7.5992 -1.9802  0.10
H -0.4283 8.2835 -1.2340  0.10
H 0.9416 6.7217 0.0841  0.09
C -6.0765 -1.7739 -4.8272  -0.05
C -4.6907 -1.5834 -4.2715  -0.26
C -4.2827 -0.3657 -3.7468  -0.01
C -3.0087 -0.1927 -3.2155  -0.31
C -2.6122 1.1456 -2.6581  -0.07
C -2.1211 -1.2719 -3.2040  -0.39
Te -0.1972 -1.0357 -2.2596  1.80
N 0.7023 1.0659 -0.6866  0.02
C 1.8884 0.5097 -0.8489  -0.73
O 2.0346 -0.7273 -0.9861  -0.21
C 3.1261 1.3479 -1.0828  -0.17
C 3.5007 2.4272 -0.2942  -0.13
C 4.6622 3.1315 -0.5770  -0.09
C 5.4501 2.7754 -1.6615  -0.09
C 5.0725 1.7065 -2.4629  -0.08
C 3.9242 0.9893 -2.1671  -0.02
C -0.4101 -2.7374 -1.0115  -0.37
C -1.5380 -2.9060 -0.1983  -0.31
C -2.7667 -2.0399 -0.2952  -0.05
C -1.5375 -3.9398 0.7365  -0.02
C -0.4570 -4.7934 0.8846  -0.26
C -0.4219 -5.8364 1.9693  -0.05
C 0.6174 -4.6502 0.0136  -0.01
C 0.6598 -3.6444 -0.9412  -0.30
C 1.8240 -3.5901 -1.8942  -0.07
C -2.4918 -2.4936 -3.7804  -0.30
C -1.5464 -3.6652 -3.8736  -0.06
C -3.7751 -2.6292 -4.2956  -0.02
H -6.6883 -0.8858 -4.6777  0.07
H -6.5739 -2.6187 -4.3484  0.08
H -6.0318 -1.9846 -5.8973  0.08
H -4.9743 0.4697 -3.7354  0.12
H -3.4166 1.8718 -2.7560  0.08
H -1.7339 1.5405 -3.1766  0.09
H -2.3534 1.0813 -1.6002  0.04
H 2.8879 2.7303 0.5418  0.02
H 4.9565 3.9578 0.0579  0.11
H 6.3570 3.3266 -1.8752  0.10
H 5.6772 1.4241 -3.3154  0.10
H 3.6323 0.1434 -2.7753  0.12
H -2.5074 -0.9906 -0.4403  0.06
H -3.3741 -2.1297 0.6053  0.08
H -3.3835 -2.3394 -1.1444  0.09
H -2.4031 -4.0590 1.3797  0.12
H -1.3582 -5.8620 2.5247  0.07
H 0.3850 -5.6169 2.6709  0.08
H -0.2353 -6.8270 1.5523  0.08
H 1.4518 -5.3399 0.0873  0.12
H 2.6026 -4.2867 -1.5865  0.08
H 2.2517 -2.5887 -1.9294  0.04
H 1.5006 -3.8665 -2.9007  0.07
H -0.5349 -3.3272 -4.1069  0.05
H -1.8690 -4.3539 -4.6532  0.08
H -1.5031 -4.2163 -2.9314  0.08
H -4.0706 -3.5811 -4.7258  0.12

The value obtained for the HOMO energy (alpha / beta) is -7.67 / -7.77 eV. As for the expectation value of S²: 0.76. As for the energy relative to the best compared isomer or geometry (same formula, charge and spin): 5.4 kcal per mole. The value obtained for the largest force on an atom is 0.77 eV/Å. As for the spin multiplicity: 2. The charge is 0.

[2]
DFT (the ωB97M-V functional and the def2-TZVPD basis) results for C13H52Al2O17P as an isolated structure.

Last column: Löwdin charge in e.
CARTESIAN COORDINATES (ANGSTROEM)
Al 6.4599 -9.0799 -6.6791  1.46
Al 3.6946 -6.9043 -3.1107  1.27
P 4.0122 -6.7330 -6.6242  0.17
O 5.3892 -6.7020 -7.3349  -0.39
O 2.8781 -7.0150 -7.6580  -0.35
O 3.8291 -5.5753 -5.6163  -0.33
O 4.2466 -7.9118 -5.6374  -0.38
C 0.9594 -9.8794 -7.4695  -0.06
O 1.8032 -9.1468 -6.5859  -0.20
H 1.3671 -10.8549 -7.7356  0.10
H -0.0092 -10.0213 -6.9857  0.10
H 0.7618 -9.2947 -8.3704  0.09
H 2.1439 -8.3574 -7.0758  0.03
C -0.4378 -5.8438 -7.1107  -0.05
O 0.6853 -6.1173 -6.3098  0.00
H -0.6662 -6.7007 -7.7547  0.11
H -1.2710 -5.6267 -6.4480  0.11
H -0.2141 -4.9654 -7.7395  0.12
H 1.4563 -6.4189 -6.8414  0.03
C 3.3568 -11.8400 -5.3657  -0.10
O 3.9723 -10.7370 -6.0120  -0.16
H 2.5115 -12.3159 -5.8726  0.10
H 4.0780 -12.6324 -5.1761  0.10
H 2.9591 -11.5330 -4.3936  0.09
H 3.2976 -10.0372 -6.0797  0.02
C 5.1910 -5.1962 -10.4255  -0.06
O 6.2188 -5.9127 -9.7395  -0.12
H 4.6822 -4.5826 -9.6784  0.08
H 5.6633 -4.6604 -11.2445  0.11
H 4.4132 -5.8247 -10.8711  0.08
H 5.8477 -6.1773 -8.8740  0.02
C 8.4232 -7.9688 -10.0777  -0.07
O 7.2077 -8.2083 -9.4052  -0.09
H 9.2299 -8.4291 -9.5016  0.11
H 8.4383 -8.3593 -11.0996  0.12
H 8.6666 -6.9055 -10.1050  0.10
H 6.6495 -7.4119 -9.5399  0.02
C 7.1504 -4.3944 -3.3840  -0.08
O 5.9021 -4.9428 -3.8208  -0.19
H 7.1642 -3.3483 -3.0784  0.10
H 7.5683 -5.0633 -2.6350  0.10
H 7.8389 -4.4540 -4.2304  0.07
H 5.7620 -4.8087 -4.7684  0.03
C 0.4041 -9.5222 -3.8409  -0.09
O 1.6776 -8.8973 -3.9720  -0.20
H -0.2808 -9.1083 -4.5830  0.09
H 0.4976 -10.5976 -4.0248  0.10
H -0.0520 -9.4202 -2.8588  0.10
H 1.8724 -8.9408 -4.9271  0.01
C 2.4952 -2.9153 -6.9800  -0.07
O 2.4146 -3.3672 -5.6503  -0.03
H 3.0053 -3.6471 -7.6123  0.07
H 1.4836 -2.7512 -7.3616  0.12
H 3.1197 -2.0216 -7.0826  0.11
H 2.8911 -4.2337 -5.6289  0.02
C 6.3197 -3.2409 -7.2777  -0.06
O 6.5780 -4.4603 -6.5931  -0.17
H 6.2275 -3.3869 -8.3552  0.08
H 5.4029 -2.7662 -6.9273  0.07
H 7.1510 -2.5603 -7.1085  0.10
H 5.8733 -5.1183 -6.7616  0.02
C 1.1448 -6.1463 -10.2738  -0.08
O 1.8890 -5.3399 -9.3463  -0.11
H 1.8246 -6.5590 -11.0210  0.09
H 0.6129 -6.9178 -9.7107  0.07
H 0.3976 -5.5032 -10.7330  0.10
H 2.2715 -5.9387 -8.6519  0.01
C 3.7308 -2.7661 -2.2408  -0.07
O 3.2522 -3.8188 -3.0447  -0.09
H 2.9503 -2.0867 -1.8805  0.12
H 4.3464 -3.1100 -1.4147  0.10
H 4.3546 -2.1186 -2.8730  0.12
H 2.9324 -3.4450 -3.8874  0.06
C 3.8689 -9.2341 -10.1873  -0.11
O 4.3231 -8.7974 -8.9289  -0.16
H 3.9492 -8.4552 -10.9547  0.09
H 4.4876 -10.0767 -10.4909  0.10
H 2.8389 -9.5979 -10.2668  0.09
H 3.8201 -8.0088 -8.6030  0.02
C 9.3159 -6.0951 -6.2458  -0.07
O 8.1123 -6.6309 -6.7288  -0.14
H 9.3215 -6.2524 -5.1575  0.10
H 10.1590 -6.6700 -6.6250  0.11
H 9.3828 -5.0173 -6.3971  0.11
H 7.4035 -5.9661 -6.8185  0.03

The value obtained for the HOMO energy is -17.46 eV. As for the energy relative to the best compared isomer or geometry (same formula, charge and spin): 12.9 kcal per mole. The value obtained for the largest force on an atom is 3.86 eV/Å. The charge is +3.

Number 1: E_tot -198355.208 eV. Number 2: E_tot -71575.536 eV.